{"formula": "C21H32N7O5", "method": "ωB97M-V/def2-TZVPD", "de_lowest_ev": 1.398, "gap_ev": 8.282, "fmax_ev_per_a": 3.0, "e_homo_ev": -10.70, "spin_multiplicity": 1, "lumo_energy_ev": -2.42, "charge": 1, "species": ["O", "O", "O", "N", "N", "O", "O", "C", "C", "C", "C", "C", "C", "C", "C", "C", "C", "C", "C", "N", "N", "N", "N", "N", "C", "C", "C", "C", "C", "C", "C", "C", "C", "H", "H", "H", "H", "H", "H", "H", "H", "H", "H", "H", "H", "H", "H", "H", "H", "H", "H", "H", "H", "H", "H", "H", "H", "H", "H", "H", "H", "H", "H", "H", "H"], "coordinates": [[-1.50, 0.10, 4.74], [-1.30, -1.95, -0.10], [-4.94, 1.67, 1.44], [2.99, -2.66, -4.82], [1.64, -0.60, -3.37], [-0.85, -1.39, -2.26], [3.29, -3.82, -2.78], [-2.70, -0.16, 4.57], [-0.55, -1.96, -1.06], [-3.97, 2.21, 1.96], [1.37, 1.60, 3.74], [2.83, -2.73, -3.48], [2.17, -1.68, -2.76], [2.18, -0.33, -7.50], [1.52, 0.69, -6.79], [2.66, -1.45, -6.81], [1.35, 0.58, -5.40], [2.50, -1.57, -5.43], [1.83, -0.53, -4.71], [2.30, 2.48, 3.48], [-3.88, 3.54, 1.92], [0.41, 1.32, 2.90], [-3.43, 0.38, 3.59], [1.39, 1.01, 4.90], [3.85, -4.89, -3.56], [-3.41, -1.14, 5.47], [-2.88, 4.42, 2.54], [0.81, -2.62, -0.85], [2.01, -1.74, -1.26], [0.08, 2.04, 1.65], [-1.02, 1.36, 0.81], [-2.08, 0.56, 1.58], [-2.88, 1.36, 2.63], [-0.04, -1.30, -2.80], [2.31, -0.25, -8.57], [1.14, 1.56, -7.32], [3.17, -2.25, -7.35], [0.84, 1.37, -4.86], [3.02, 2.68, 4.15], [2.30, 2.93, 2.58], [-4.65, 3.99, 1.44], [-0.28, 0.65, 3.23], [-4.40, 0.10, 3.48], [0.60, 0.42, 5.13], [2.10, 1.19, 5.58], [4.74, -4.55, -4.11], [4.16, -5.71, -2.90], [3.12, -5.29, -4.28], [-2.68, -1.60, 6.14], [-3.88, -1.92, 4.87], [-4.16, -0.62, 6.06], [-3.28, 5.43, 2.60], [-1.97, 4.44, 1.93], [-2.65, 4.09, 3.55], [0.83, -3.56, -1.40], [0.91, -2.87, 0.21], [1.88, -0.73, -0.86], [2.92, -2.15, -0.82], [0.97, 2.13, 1.02], [-0.26, 3.04, 1.91], [-0.53, 0.67, 0.12], [-1.51, 2.12, 0.21], [-2.78, 0.14, 0.86], [-1.58, -0.28, 2.06], [-2.21, 2.01, 3.18]]}

{"formula": "C21H32O21", "method": "ωB97M-V/def2-TZVPD", "de_lowest_ev": 0.000, "gap_ev": 10.985, "fmax_ev_per_a": 2.2, "smiles": "COC(=O)OC.COC(=O)OC.O=C1OCCO1.O=C1OCCO1.O=C1OCCO1.O=C1OCCO1.O=C1OCCO1", "e_homo_ev": -10.92, "spin_multiplicity": 1, "lumo_energy_ev": 0.07, "species": ["C", "O", "C", "O", "O", "C", "H", "H", "H", "H", "H", "H", "C", "O", "C", "O", "O", "C", "H", "H", "H", "H", "H", "H", "O", "C", "O", "C", "C", "O", "H", "H", "H", "H", "O", "C", "O", "C", "C", "O", "H", "H", "H", "H", "O", "C", "O", "C", "C", "O", "H", "H", "H", "H", "O", "C", "O", "C", "C", "O", "H", "H", "H", "H", "O", "C", "O", "C", "C", "O", "H", "H", "H", "H"], "coordinates": [[4.65, -0.39, 2.40], [4.16, -1.04, 1.23], [5.08, -1.52, 0.41], [6.27, -1.46, 0.57], [4.45, -2.09, -0.62], [5.24, -2.42, -1.76], [5.31, -1.05, 2.97], [3.80, -0.06, 2.99], [5.24, 0.49, 2.14], [5.25, -3.51, -1.85], [6.27, -2.09, -1.66], [4.80, -1.94, -2.63], [-2.88, 0.89, 1.59], [-1.82, -0.03, 1.34], [-0.77, 0.41, 0.65], [-0.56, 1.56, 0.33], [0.02, -0.63, 0.40], [1.29, -0.32, -0.11], [-2.52, 1.88, 1.86], [-3.46, 0.52, 2.43], [-3.53, 0.94, 0.71], [1.81, -1.20, -0.47], [1.96, 0.07, 0.66], [1.37, 0.46, -0.88], [-1.17, 1.51, -6.78], [-0.44, 1.61, -5.86], [-0.22, 0.65, -4.93], [0.87, 1.03, -4.11], [0.98, 2.55, -4.34], [0.30, 2.71, -5.59], [0.64, 0.80, -3.07], [1.77, 0.49, -4.40], [2.01, 2.88, -4.46], [0.45, 3.09, -3.56], [4.11, 1.65, -1.38], [3.55, 2.50, -0.78], [2.86, 2.32, 0.36], [2.08, 3.50, 0.62], [2.94, 4.55, -0.07], [3.48, 3.80, -1.16], [1.10, 3.34, 0.18], [1.96, 3.56, 1.70], [3.75, 4.90, 0.57], [2.35, 5.40, -0.40], [-5.83, -0.57, 0.29], [-6.36, -1.46, -0.30], [-6.12, -1.76, -1.59], [-6.79, -2.97, -1.92], [-7.86, -3.06, -0.82], [-7.26, -2.31, 0.24], [-7.22, -2.98, -2.92], [-6.08, -3.80, -1.82], [-8.06, -4.09, -0.53], [-8.78, -2.57, -1.13], [-3.19, -6.16, -0.64], [-3.05, -5.01, -0.38], [-3.21, -3.99, -1.26], [-2.82, -2.76, -0.65], [-2.77, -3.12, 0.83], [-2.69, -4.54, 0.84], [-1.82, -2.52, -1.03], [-3.50, -1.92, -0.80], [-3.70, -2.85, 1.36], [-1.99, -2.61, 1.39], [3.96, 2.79, 5.08], [2.84, 2.48, 4.84], [1.86, 2.38, 5.77], [0.70, 1.79, 5.18], [0.92, 2.01, 3.69], [2.36, 2.16, 3.63], [0.67, 0.73, 5.43], [-0.17, 2.28, 5.61], [0.49, 2.92, 3.28], [0.66, 1.14, 3.10]]}

{"formula": "C21H33AlBeBrCl7FILi2NO4P2S", "method": "ωB97M-V/def2-TZVPD", "gap_ev": 0.918, "fmax_ev_per_a": 7.8, "e_homo_ev": -13.14, "spin_multiplicity": 1, "lumo_energy_ev": -12.22, "charge": 3, "species": ["C", "C", "O", "C", "C", "P", "S", "C", "O", "N", "C", "C", "C", "C", "C", "C", "C", "C", "C", "C", "C", "C", "C", "C", "P", "O", "I", "H", "H", "H", "H", "H", "H", "H", "H", "H", "H", "H", "H", "H", "H", "H", "H", "H", "H", "H", "H", "H", "H", "H", "H", "H", "H", "H", "H", "H", "H", "Li", "O", "H", "Be", "C", "Cl", "Cl", "Cl", "Cl", "C", "Cl", "Cl", "H", "H", "Br", "Cl", "Li", "F", "Al"], "coordinates": [[-2.77, 0.63, 6.30], [-1.41, 0.47, 5.44], [-1.74, 0.65, 4.05], [-0.66, 0.14, 3.19], [-1.34, -0.43, 1.83], [-2.69, -1.57, 2.56], [-2.11, -2.61, 4.11], [-2.27, 0.65, 1.02], [-2.99, 1.58, 1.47], [-2.07, 0.16, -0.37], [-0.56, 0.03, -0.44], [0.24, 1.43, -0.18], [-0.46, 2.71, -0.85], [0.49, 3.63, -1.77], [1.91, 4.00, -1.13], [0.60, 3.02, -3.28], [-0.35, -0.37, -1.98], [1.17, -0.57, -2.41], [2.34, -0.96, -1.40], [3.82, -1.19, -1.82], [4.24, -1.07, -3.34], [3.07, -0.67, -4.41], [1.61, -0.43, -3.91], [-0.31, -1.05, 0.70], [-0.77, -2.87, 0.42], [-0.01, -3.69, 1.76], [0.30, -3.80, -1.58], [-3.61, -0.08, 5.94], [-2.58, 0.39, 7.42], [-3.22, 1.69, 6.23], [-0.97, -0.56, 5.70], [-0.64, 1.26, 5.82], [-0.03, -0.67, 3.73], [0.04, 1.03, 3.01], [-3.36, -2.37, 1.55], [-3.71, -0.67, 3.05], [-2.51, 0.70, -1.12], [0.26, 1.64, 0.96], [1.34, 1.38, -0.50], [-0.84, 3.40, 0.00], [-1.40, 2.48, -1.48], [-0.07, 4.63, -1.91], [1.81, 4.41, -0.05], [2.67, 3.12, -1.20], [2.34, 4.88, -1.75], [-0.38, 2.46, -3.54], [1.53, 2.37, -3.43], [0.61, 3.93, -3.99], [-1.01, -1.27, -2.23], [-0.76, 0.51, -2.61], [2.12, -1.08, -0.27], [4.63, -1.49, -1.07], [5.32, -1.28, -3.66], [3.39, -0.60, -5.54], [0.83, -0.18, -4.72], [0.73, -0.87, 1.18], [0.24, -4.57, 1.35], [-4.38, -0.68, 7.46], [2.81, -4.62, -4.02], [2.66, -3.86, -3.44], [-0.39, 3.05, 5.61], [-9.13, -0.86, 7.43], [-9.75, -2.02, 8.62], [-7.34, -0.91, 7.45], [-9.71, -1.28, 5.81], [-9.67, 0.77, 7.86], [5.73, -2.61, -6.64], [4.79, -1.68, -5.46], [6.22, -1.59, -8.01], [6.63, -3.00, -6.15], [5.13, -3.44, -7.00], [6.40, -0.50, -10.11], [-6.32, 0.93, 5.64], [4.12, 3.96, 0.31], [3.27, -3.35, -5.85], [8.88, -0.77, -10.36]]}

{"formula": "C21H33Br2ClF3N3O4PSi", "method": "ωB97M-V/def2-TZVPD", "gap_ev": 6.659, "fmax_ev_per_a": 2.1, "e_homo_ev": -11.30, "spin_multiplicity": 1, "lumo_energy_ev": -4.64, "charge": 1, "species": ["C", "C", "C", "N", "C", "N", "N", "C", "Br", "C", "C", "Br", "C", "F", "F", "C", "C", "Si", "C", "C", "C", "C", "C", "C", "C", "C", "P", "O", "Cl", "H", "H", "H", "H", "H", "H", "H", "H", "H", "H", "H", "H", "H", "H", "H", "H", "H", "H", "H", "H", "H", "H", "H", "H", "H", "H", "H", "H", "H", "H", "C", "C", "O", "C", "O", "O", "F", "H", "H", "H"], "coordinates": [[4.35, 2.02, -3.71], [2.90, 1.50, -3.48], [2.77, 0.79, -2.09], [1.67, 1.34, -1.26], [0.97, 0.42, -0.48], [-0.37, 0.19, -0.86], [1.48, -0.21, 0.55], [2.85, 0.05, 1.01], [4.01, -1.49, 0.66], [2.91, 0.52, 2.49], [2.09, 1.80, 2.77], [4.81, 1.02, 2.75], [0.63, -1.23, 1.25], [0.27, -2.19, 0.38], [1.41, -1.89, 2.15], [-0.54, -0.64, 2.03], [-1.04, -1.48, 3.22], [-1.65, -3.26, 2.95], [-0.18, -4.43, 3.25], [-2.87, -3.65, 4.36], [-2.51, -3.69, 1.34], [-2.97, -5.00, 1.24], [-3.59, -5.48, 0.12], [-3.77, -4.66, -0.98], [-3.34, -3.36, -0.90], [-2.72, -2.89, 0.23], [1.91, 2.94, -0.60], [2.30, 3.95, -1.81], [-0.04, 3.51, -0.14], [4.89, 1.22, -4.23], [4.37, 2.88, -4.38], [4.87, 2.26, -2.78], [2.68, 0.80, -4.29], [2.18, 2.31, -3.58], [2.54, -0.26, -2.32], [3.76, 0.87, -1.62], [-0.34, 0.09, -1.87], [-0.90, 1.03, -0.63], [3.32, 0.85, 0.44], [2.75, -0.29, 3.19], [1.54, 1.61, 3.71], [2.73, 2.65, 2.99], [1.34, 2.02, 2.02], [-0.14, 0.30, 2.45], [-1.35, -0.31, 1.39], [-0.24, -1.51, 3.97], [-1.85, -0.91, 3.69], [-0.61, -5.43, 3.35], [0.58, -4.38, 2.47], [0.23, -4.17, 4.23], [-3.85, -3.31, 4.00], [-2.63, -3.01, 5.22], [-2.87, -4.70, 4.63], [-2.84, -5.68, 2.08], [-3.90, -6.52, 0.11], [-4.24, -5.07, -1.87], [-3.51, -2.71, -1.75], [-2.37, -1.86, 0.24], [3.26, 4.08, -1.72], [-1.48, 5.17, -2.81], [-1.69, 5.93, -4.10], [-2.69, 5.17, -4.74], [-3.44, 4.58, -3.75], [-4.50, 4.10, -3.91], [-2.78, 4.64, -2.56], [-0.57, 5.92, -4.86], [-0.77, 4.35, -2.92], [-1.15, 5.81, -1.99], [-2.03, 6.96, -3.97]]}

{"formula": "C21H33CoN5SSeSi2", "method": "ωB97M-V/def2-TZVPD", "de_lowest_ev": 0.000, "gap_ev": [7.531, 7.768], "fmax_ev_per_a": 0.1, "s2": 3.760, "e_homo_ev": [-7.22, -7.47], "spin_multiplicity": 4, "lumo_energy_ev": [0.31, 0.30], "species": ["Co", "C", "C", "N", "N", "C", "S", "N", "N", "H", "H", "H", "H", "H", "H", "C", "Si", "C", "C", "C", "C", "C", "C", "C", "C", "N", "Si", "C", "C", "C", "H", "H", "H", "H", "H", "H", "H", "H", "H", "H", "H", "H", "H", "H", "H", "H", "H", "H", "H", "H", "H", "H", "Se", "C", "C", "C", "C", "C", "C", "H", "H", "H", "H", "H"], "coordinates": [[0.66, -0.37, -0.28], [4.66, -0.48, 3.06], [4.56, -0.75, 1.61], [5.39, -1.45, 0.90], [4.84, -1.45, -0.36], [3.68, -0.79, -0.44], [2.65, -0.56, -1.75], [3.51, -0.32, 0.82], [2.37, 0.38, 1.19], [5.60, -0.87, 3.42], [3.84, -0.97, 3.59], [4.61, 0.59, 3.26], [5.29, -1.94, -1.11], [2.04, 0.07, 2.10], [2.54, 1.38, 1.19], [-2.66, -0.22, 1.90], [-1.48, 1.22, 1.70], [-2.42, 2.79, 2.17], [-0.15, 1.02, 3.03], [-0.76, 1.22, -0.02], [-1.61, 0.51, -1.01], [-2.93, 0.81, -1.38], [-3.57, 0.00, -2.30], [-2.92, -1.10, -2.84], [-1.62, -1.35, -2.44], [-1.00, -0.56, -1.56], [-0.14, 2.82, -0.72], [-1.48, 4.12, -0.97], [0.61, 2.57, -2.42], [1.17, 3.59, 0.40], [-2.99, -0.30, 2.94], [-2.16, -1.15, 1.64], [-3.55, -0.12, 1.27], [-2.85, 2.68, 3.17], [-3.23, 3.00, 1.47], [-1.76, 3.67, 2.19], [-0.59, 1.21, 4.02], [0.68, 1.71, 2.91], [0.21, -0.01, 3.04], [-3.43, 1.66, -0.93], [-4.59, 0.23, -2.59], [-3.40, -1.75, -3.55], [-1.06, -2.20, -2.80], [-2.26, 3.75, -1.64], [-1.05, 5.01, -1.43], [-1.96, 4.43, -0.04], [-0.08, 2.04, -3.08], [1.54, 1.99, -2.38], [0.84, 3.53, -2.88], [0.92, 3.54, 1.46], [1.30, 4.65, 0.14], [2.15, 3.12, 0.24], [0.74, -2.39, 1.13], [-0.08, -3.49, -0.21], [-1.43, -3.83, -0.12], [-2.03, -4.59, -1.10], [-1.30, -5.03, -2.20], [0.04, -4.70, -2.30], [0.65, -3.94, -1.31], [-2.00, -3.48, 0.73], [-3.08, -4.84, -1.02], [-1.78, -5.63, -2.97], [0.62, -5.04, -3.14], [1.70, -3.68, -1.39]]}

{"formula": "C21H33N3O3S", "method": "ωB97M-V/def2-TZVPD", "de_lowest_ev": 0.487, "gap_ev": 8.872, "fmax_ev_per_a": 1.4, "smiles": "CSCc1ccc(C(=O)N2CCC(N3CCC(C(=O)NC(C)C)CC3)CC2)o1", "e_homo_ev": -8.23, "spin_multiplicity": 1, "lumo_energy_ev": 0.64, "species": ["C", "S", "C", "C", "C", "C", "C", "C", "O", "N", "C", "C", "C", "N", "C", "C", "C", "C", "O", "N", "C", "C", "C", "C", "C", "C", "C", "O", "H", "H", "H", "H", "H", "H", "H", "H", "H", "H", "H", "H", "H", "H", "H", "H", "H", "H", "H", "H", "H", "H", "H", "H", "H", "H", "H", "H", "H", "H", "H", "H", "H"], "coordinates": [[-1.94, 5.29, -2.69], [-1.63, 3.60, -3.28], [0.07, 3.88, -3.97], [0.61, 2.63, -4.54], [0.57, 2.12, -5.81], [1.22, 0.87, -5.75], [1.61, 0.69, -4.44], [2.27, -0.52, -3.93], [2.36, -1.49, -4.68], [2.79, -0.55, -2.68], [2.74, 0.47, -1.66], [1.79, 0.06, -0.54], [2.25, -1.28, 0.06], [1.47, -1.77, 1.18], [0.04, -1.85, 0.97], [-0.57, -2.74, 2.05], [-0.32, -2.15, 3.44], [-1.14, -0.87, 3.64], [-0.66, 0.24, 3.73], [-2.47, -1.10, 3.72], [-3.45, -0.05, 3.88], [-4.20, -0.21, 5.20], [-4.42, -0.06, 2.69], [1.18, -1.90, 3.60], [1.75, -1.09, 2.44], [2.34, -2.32, -1.06], [3.27, -1.82, -2.16], [1.23, 1.76, -3.71], [-1.90, 5.98, -3.53], [-2.93, 5.29, -2.26], [-1.20, 5.55, -1.94], [-0.02, 4.64, -4.74], [0.69, 4.23, -3.14], [0.14, 2.59, -6.67], [1.38, 0.18, -6.55], [2.45, 1.42, -2.09], [3.76, 0.58, -1.25], [1.76, 0.83, 0.23], [0.78, -0.05, -0.96], [3.27, -1.13, 0.45], [-0.16, -2.28, -0.01], [-0.44, -0.85, 1.02], [-0.10, -3.72, 1.99], [-1.64, -2.86, 1.86], [-0.65, -2.86, 4.20], [-2.81, -2.04, 3.67], [-2.89, 0.89, 3.89], [-4.90, 0.60, 5.34], [-3.49, -0.21, 6.03], [-4.75, -1.15, 5.21], [-3.87, 0.05, 1.76], [-4.97, -0.99, 2.66], [-5.12, 0.76, 2.78], [1.36, -1.36, 4.53], [1.69, -2.86, 3.65], [2.83, -1.01, 2.56], [1.31, -0.08, 2.46], [1.36, -2.50, -1.49], [2.71, -3.26, -0.65], [3.30, -2.53, -2.99], [4.28, -1.68, -1.77]]}

{"formula": "C21H33N3O7P2Sn", "method": "ωB97M-V/def2-TZVPD", "de_lowest_ev": 2.514, "gap_ev": [5.656, 5.659], "fmax_ev_per_a": 4.8, "e_homo_ev": [-13.75, -13.75], "spin_multiplicity": 1, "lumo_energy_ev": [-8.09, -8.09], "charge": 2, "species": ["P", "P", "C", "C", "H", "H", "H", "H", "C", "H", "H", "H", "C", "H", "H", "H", "C", "H", "H", "H", "C", "H", "H", "H", "Sn", "C", "C", "C", "C", "C", "C", "C", "C", "C", "H", "H", "H", "H", "H", "H", "H", "H", "H", "H", "H", "H", "H", "H", "H", "O", "N", "O", "C", "C", "C", "C", "O", "C", "C", "N", "O", "O", "N", "O", "O", "H", "H"], "coordinates": [[-0.10, -1.31, -2.84], [0.43, 1.78, -1.83], [0.73, -0.03, -4.02], [1.47, 1.02, -3.19], [-0.01, 0.42, -4.71], [1.42, -0.61, -4.64], [2.38, 0.61, -2.71], [1.80, 1.85, -3.83], [-0.38, 3.04, -2.93], [-0.77, 3.83, -2.28], [-1.21, 2.62, -3.52], [0.35, 3.48, -3.62], [1.56, 2.90, -0.93], [1.51, 3.92, -1.33], [2.60, 2.55, -0.99], [1.24, 2.91, 0.13], [-0.84, -2.54, -4.02], [-1.04, -3.50, -3.52], [-0.13, -2.72, -4.83], [-1.78, -2.21, -4.49], [1.58, -2.03, -2.55], [2.32, -1.25, -2.33], [1.86, -2.50, -3.50], [1.63, -2.78, -1.76], [2.65, 0.75, 1.05], [-1.53, 0.84, -1.81], [-1.76, -0.19, -2.85], [-3.12, -0.94, -2.75], [-3.29, -1.95, -1.57], [-2.12, -2.75, -1.25], [-0.81, -2.19, -1.22], [-0.58, -0.96, -0.25], [-1.51, 0.26, -0.40], [2.98, -1.31, 1.70], [-2.20, 1.71, -1.87], [-1.73, 0.28, -3.85], [-3.26, -1.50, -3.70], [-3.93, -0.20, -2.67], [-3.63, -1.41, -0.67], [-4.12, -2.64, -1.84], [-2.26, -3.71, -0.78], [-0.09, -2.96, -0.89], [0.46, -0.61, -0.34], [-0.66, -1.30, 0.79], [-2.52, 0.02, -0.05], [-1.12, 1.02, 0.30], [3.75, -1.25, 2.49], [3.33, -1.93, 0.86], [2.07, -1.77, 2.11], [-1.23, 0.63, 8.13], [-0.07, 0.90, 7.74], [0.88, 1.11, 8.53], [0.19, 0.98, 6.33], [-0.87, 0.71, 5.45], [-0.57, 0.53, 4.11], [0.69, 0.85, 3.53], [0.84, 0.74, 2.24], [1.72, 1.21, 4.47], [1.48, 1.26, 5.86], [3.04, 1.58, 4.11], [3.85, 1.81, 5.01], [3.37, 1.80, 2.86], [-1.53, -0.14, 3.22], [-2.61, 0.43, 2.99], [-1.18, -1.25, 2.77], [-1.88, 0.57, 5.82], [2.28, 1.55, 6.53]]}